(1)
{"formula": "C13H19N5OS2", "method": "ωB97M-V/def2-TZVPD", "elements": ["C", "N", "C", "S", "C", "C", "N", "C", "N", "H", "S", "C", "C", "N", "C", "C", "H", "C", "H", "H", "C", "H", "H", "H", "H", "H", "H", "H", "H", "H", "N", "C", "O", "C", "H", "H", "H", "H", "H", "H"], "positions_angstrom": [[-0.8226, 1.8331, 4.8524], [-0.7024, 1.5271, 3.5197], [0.2645, 2.0429, 2.8547], [1.3946, 3.1492, 3.4009], [0.4820, 1.7395, 1.2664], [-0.3371, 0.5969, 0.7904], [0.0672, 0.2546, -0.4910], [0.8247, 1.1232, -0.7731], [1.2443, 1.8285, 0.2730], [2.1263, 2.5109, 0.4058], [1.5988, 0.9692, -2.2048], [0.5910, -0.1381, -3.2415], [1.1362, -1.3280, -2.8396], [0.3300, -2.5192, -3.5096], [-1.1261, -2.4838, -3.3731], [-1.3520, -3.8996, -4.1114], [-2.1985, -4.1931, -3.6899], [-0.1302, -4.7523, -4.0400], [-0.0872, -5.0523, -4.9146], [-0.3514, -5.6840, -3.3313], [0.8264, -3.7850, -3.5375], [1.8563, -4.1140, -4.0112], [1.0366, -4.1791, -2.3447], [-1.5838, -3.6920, -5.0878], [-1.8627, -1.6205, -3.6836], [-1.2745, -2.6640, -2.1528], [0.9854, -1.5378, -1.7300], [2.0086, -1.7213, -2.8183], [1.0447, -0.0127, -4.2314], [-0.2353, 0.1479, -2.8826], [-1.5686, 0.0743, 1.6179], [-1.6771, 0.5768, 2.8144], [-2.5277, 0.0467, 3.6346], [-2.2814, -0.8011, 0.9564], [-3.2631, -0.7787, 1.4983], [-2.0912, -1.9980, 1.2881], [-2.5953, -0.5539, -0.0812], [-1.5768, 1.1654, 5.3032], [-0.0040, 1.5685, 5.3563], [-1.0578, 2.7397, 4.8002]], "nbo_charge": [-0.40, -0.40, 0.15, -0.21, 0.09, 0.24, -0.49, 0.15, -0.51, 0.45, 0.28, -0.47, -0.25, -0.46, -0.21, -0.38, 0.20, -0.39, 0.19, 0.20, -0.19, 0.21, 0.09, 0.19, 0.22, 0.14, 0.20, 0.22, 0.25, 0.24, -0.40, 0.79, -0.66, -0.43, 0.25, 0.21, 0.24, 0.25, 0.22, 0.20], "lumo_energy_ev": 0.19, "max_force_ev_per_a": 13.10, "homo_ev": -7.883, "relative_energy_kcal_mol": 284.82, "multiplicity": 1}


(2)
{"formula": "C13H20AsCl3NO2PdSi2", "method": "ωB97M-V/def2-TZVPD", "elements": ["Pd", "Cl", "C", "C", "C", "Cl", "C", "O", "C", "Cl", "C", "H", "H", "C", "Si", "C", "C", "As", "Si", "C", "C", "C", "H", "H", "H", "H", "H", "H", "H", "H", "H", "H", "H", "H", "H", "H", "H", "H", "H", "H", "O", "C", "N"], "positions_angstrom": [[-0.4609, 0.1693, -0.0851], [5.3030, 4.5017, 0.2247], [3.7795, 3.7171, -0.1128], [3.5368, 2.4477, 0.3663], [2.3203, 1.8521, 0.0872], [2.0403, 0.2303, 0.6966], [1.2869, 2.4573, -0.6654], [0.1496, 1.9294, -0.9423], [1.6174, 3.7614, -1.1254], [0.4319, 4.6025, -2.0756], [2.8195, 4.3805, -0.8637], [4.2783, 1.9210, 0.9502], [3.0059, 5.3753, -1.2421], [-3.8780, -2.4815, -0.6179], [-4.1071, -0.9102, 0.3707], [-5.8306, -0.2544, -0.0426], [-4.1285, -1.3238, 2.1975], [-2.7077, 0.7819, -0.4956], [-2.4305, 2.0979, 1.4729], [-4.1422, 2.6314, 2.0810], [-1.6017, 1.2612, 2.9360], [-1.4993, 3.6820, 1.1110], [-4.6307, -3.2253, -0.3397], [-2.8875, -2.9034, -0.4451], [-3.9771, -2.2762, -1.6862], [-6.5928, -0.9898, 0.2326], [-5.9250, -0.0518, -1.1120], [-6.0493, 0.6733, 0.4916], [-4.9389, -2.0413, 2.3666], [-4.3329, -0.4473, 2.8092], [-3.2054, -1.7818, 2.5403], [-4.7709, 1.7984, 2.3898], [-4.6886, 3.1805, 1.3097], [-4.0038, 3.3015, 2.9372], [-1.9465, 0.2366, 3.0751], [-1.8255, 1.8336, 3.8421], [-0.5177, 1.2237, 2.8076], [-1.7148, 4.0560, 0.1092], [-0.4179, 3.5491, 1.1838], [-1.8027, 4.4435, 1.8361], [-1.1301, -3.2815, 2.4018], [-1.0450, -2.4087, 1.5879], [-1.0162, -1.5759, 0.7527]], "nbo_charge": [0.55, -0.04, -0.07, -0.25, -0.12, 0.02, 0.32, -0.72, -0.09, 0.00, -0.24, 0.23, 0.23, -1.13, 1.38, -1.13, -1.13, -0.28, 1.38, -1.12, -1.13, -1.13, 0.22, 0.26, 0.23, 0.22, 0.23, 0.23, 0.23, 0.23, 0.25, 0.23, 0.23, 0.22, 0.25, 0.22, 0.24, 0.25, 0.24, 0.22, -0.66, 0.73, -0.80], "lumo_energy_ev": 2.62, "max_force_ev_per_a": 0.60, "homo_ev": -5.137, "relative_energy_kcal_mol": 0.00, "total_charge": -1, "multiplicity": 1}


(3)
{"formula": "C13H20BN3O5", "method": "ωB97M-V/def2-TZVPD", "elements": ["N", "C", "C", "C", "C", "C", "C", "N", "C", "O", "C", "C", "C", "C", "B", "O", "O", "C", "C", "N", "O", "O", "H", "H", "H", "H", "H", "H", "H", "H", "H", "H", "H", "H", "H", "H", "H", "H", "H", "H", "H", "H"], "positions_angstrom": [[-0.8757, 0.1228, -2.6135], [-1.7705, -1.0037, -2.8720], [-2.2913, -1.6550, -1.6165], [-1.2311, -2.4098, -0.8202], [-1.8618, -3.1699, 0.3176], [-2.4139, -2.2953, 1.4686], [-1.3411, -1.7802, 2.3792], [-0.3894, -0.8278, 1.7588], [-0.7228, 0.3946, 1.2108], [-1.8453, 0.7783, 0.9318], [0.4374, 1.2800, 0.8649], [0.3519, 2.6519, 1.1431], [1.4343, 3.4730, 0.8402], [2.5128, 2.9637, 0.1205], [3.7308, 3.9233, -0.2248], [3.5049, 5.0011, -1.0378], [4.9208, 3.5676, 0.3773], [2.6208, 1.6177, -0.1390], [1.5807, 0.7890, 0.2195], [1.8193, -0.6556, 0.1038], [2.3500, -1.2554, 1.0435], [1.5105, -1.1854, -0.9613], [-0.0399, -0.2428, -2.1429], [-1.2888, 0.6428, -1.8313], [-2.6307, -0.6406, -3.4474], [-1.2822, -1.7367, -3.5463], [-3.0439, -2.3781, -1.9088], [-2.7591, -0.9049, -0.9961], [-0.7079, -3.0852, -1.5300], [-0.4405, -1.7096, -0.4664], [-2.6804, -3.8043, -0.0952], [-1.1969, -3.9344, 0.7222], [-3.1547, -2.9025, 2.0217], [-2.9669, -1.4335, 1.1185], [-1.7827, -1.2818, 3.2525], [-0.7439, -2.6277, 2.7410], [0.6082, -1.0384, 2.0037], [-0.5440, 3.0149, 1.6204], [1.4814, 4.4952, 1.1523], [2.6558, 5.1192, -1.4989], [4.9911, 2.8710, 1.0472], [3.4946, 1.2526, -0.7108]], "nbo_charge": [-0.83, -0.21, -0.42, -0.40, -0.40, -0.43, -0.21, -0.64, 0.66, -0.61, -0.15, -0.15, -0.19, -0.35, 1.13, -0.89, -0.89, -0.23, 0.14, 0.51, -0.38, -0.33, 0.35, 0.34, 0.18, 0.18, 0.19, 0.20, 0.20, 0.20, 0.20, 0.20, 0.22, 0.23, 0.20, 0.20, 0.42, 0.24, 0.22, 0.52, 0.51, 0.24], "lumo_energy_ev": -0.65, "max_force_ev_per_a": 1.77, "homo_ev": -8.974, "relative_energy_kcal_mol": 0.00, "multiplicity": 1}


(4)
{"formula": "C13H20ClCoIN2OPSe", "method": "ωB97M-V/def2-TZVPD", "elements": ["C", "I", "H", "H", "H", "Co", "P", "C", "C", "H", "H", "H", "C", "H", "H", "H", "H", "H", "H", "C", "O", "Cl", "C", "N", "C", "Se", "N", "C", "C", "C", "C", "C", "C", "H", "H", "H", "H", "H", "H", "H", "H"], "positions_angstrom": [[2.6038, -1.3541, -0.2370], [2.9362, 1.2572, 0.3171], [1.5799, -1.0496, -0.5286], [2.6376, -2.4595, -0.2012], [3.3109, -0.9819, -0.9875], [-2.1076, 0.1364, 0.5405], [-0.5310, 0.2248, -1.8369], [0.8548, 0.7820, -2.9263], [-1.2142, -0.9924, -3.0123], [-2.6285, 1.4744, -1.8605], [-1.6188, 1.8183, -3.3276], [-1.1641, 2.5434, -1.7415], [-1.6120, 1.6668, -2.2378], [-2.2176, -1.2741, -2.6928], [-1.2362, -0.5724, -4.0204], [0.4609, 0.8802, -3.9504], [1.6953, 0.0766, -2.9409], [-0.5644, -1.8710, -3.0020], [1.2379, 1.7634, -2.6196], [2.8995, -0.7263, 1.0613], [3.1001, -1.1367, 2.1836], [-3.8472, -0.5412, -0.5115], [-2.2697, 1.2826, 4.2177], [-0.8797, 0.8746, 4.2720], [-0.1908, 0.0482, 3.4201], [-0.7171, -0.9283, 1.9205], [1.0608, -0.0824, 3.9453], [1.1776, 0.6157, 5.1352], [2.2267, 0.7008, 6.0442], [1.9994, 1.4441, 7.2062], [0.7636, 2.0795, 7.4334], [-0.2712, 1.9918, 6.4932], [-0.0478, 1.2194, 5.3632], [-2.8580, 0.7285, 4.9672], [-2.6474, 1.1058, 3.2005], [-2.3503, 2.3483, 4.4794], [1.8280, -0.5550, 3.4535], [3.1685, 0.2020, 5.8066], [2.7921, 1.5549, 7.9458], [0.6188, 2.6323, 8.3636], [-1.2326, 2.4961, 6.6011]], "mulliken_spin": [-0.01, 0.00, 0.01, 0.00, 0.00, 2.68, 0.26, 0.04, 0.03, 0.00, 0.01, 0.00, 0.01, 0.00, 0.01, 0.01, 0.00, 0.00, 0.00, 0.00, 0.00, 0.22, 0.01, 0.02, -0.07, 0.55, 0.04, 0.07, -0.01, 0.04, 0.05, -0.03, 0.07, 0.00, 0.00, 0.00, -0.01, 0.00, 0.00, 0.00, 0.00], "lumo_energy_ev": [-6.88, -10.65], "max_force_ev_per_a": 3.04, "homo_ev": [-15.224, -15.200], "s2": 6.038, "relative_energy_kcal_mol": 0.00, "total_charge": 2, "multiplicity": 5}


(5)
{"formula": "C13H20ClN3O5S2", "method": "ωB97M-V/def2-TZVPD", "elements": ["C", "C", "C", "N", "C", "C", "N", "O", "S", "O", "O", "O", "C", "S", "C", "C", "O", "Cl", "H", "H", "H", "H", "H", "H", "H", "H", "H", "H", "H", "H", "H", "H", "H", "C", "C", "C", "N", "C", "C", "H", "H", "H", "H", "H"], "positions_angstrom": [[4.1843, 0.6278, 0.3627], [3.3294, 0.8005, -0.9455], [1.9800, 1.5516, -0.6731], [0.8356, 0.6275, -0.5217], [-0.0011, 0.8698, 0.6270], [0.8688, 0.4659, 1.8692], [1.6032, -0.7743, 1.6240], [-1.0501, -0.1738, 0.6571], [-2.2650, 0.3730, 1.6546], [-2.2265, -0.2479, 2.9191], [-3.5062, 0.5560, 1.0039], [-1.6953, 1.9188, 1.8463], [-0.8526, 2.1732, 0.7182], [-0.0395, 3.7711, 1.0506], [-1.5628, 2.3416, -0.6575], [-2.6141, 3.4731, -0.7283], [-2.7429, 4.0332, -1.7324], [-3.6636, 3.9270, 0.6358], [4.1315, -0.4147, 0.7077], [3.7708, 1.2569, 1.1708], [5.2457, 0.8778, 0.1934], [3.9665, 1.3777, -1.6418], [3.1277, -0.1755, -1.4192], [1.7834, 2.1733, -1.5673], [2.1487, 2.2122, 0.1834], [0.2928, 0.5692, -1.3790], [1.6241, 1.2523, 2.0763], [0.2621, 0.3772, 2.7888], [1.0263, -1.4727, 1.1657], [1.9889, -1.1418, 2.4864], [1.0560, 3.5313, 1.8177], [-0.8177, 2.5420, -1.4420], [-2.0861, 1.4214, -0.9814], [-2.6390, -3.9380, -0.6585], [-2.2382, -4.7519, -1.7051], [-1.0672, -4.4304, -2.3752], [-0.3051, -3.3781, -2.0735], [-0.7127, -2.6066, -1.0627], [-1.8599, -2.8417, -0.3266], [-3.5463, -4.1551, -0.1081], [-2.8191, -5.6170, -1.9956], [-0.7117, -5.0401, -3.1990], [-0.0743, -1.7587, -0.8439], [-2.1288, -2.1833, 0.4782]], "nbo_charge": [-0.61, -0.41, -0.22, -0.66, 0.42, -0.26, -0.84, -0.72, 2.52, -0.88, -0.88, -0.69, 0.11, 0.02, -0.58, 0.56, -0.48, -0.04, 0.23, 0.19, 0.21, 0.20, 0.22, 0.20, 0.20, 0.38, 0.19, 0.21, 0.37, 0.37, 0.15, 0.27, 0.28, -0.17, -0.26, 0.03, -0.42, 0.02, -0.25, 0.22, 0.22, 0.19, 0.20, 0.21], "lumo_energy_ev": 0.24, "max_force_ev_per_a": 2.98, "homo_ev": -9.444, "multiplicity": 1}


(6)
{"formula": "C13H20N2O4PdSeSi", "method": "ωB97M-V/def2-TZVPD", "elements": ["Pd", "N", "C", "C", "O", "N", "C", "C", "O", "O", "H", "H", "H", "H", "H", "H", "Se", "C", "C", "C", "C", "C", "C", "H", "H", "H", "H", "H", "C", "Si", "C", "C", "O", "H", "H", "H", "H", "H", "H", "H", "H", "H"], "positions_angstrom": [[0.1462, -0.6040, 0.4644], [-2.3739, -0.7498, -0.4390], [-2.5279, 0.6168, -0.9161], [-1.6807, 1.6371, -0.1628], [-2.1158, 2.8077, -0.1110], [-0.5192, 1.2214, 0.3151], [0.3470, 2.1218, 1.0477], [0.7612, 1.4427, 2.3444], [1.2069, 2.1004, 3.2887], [0.6506, 0.1507, 2.3440], [-2.8994, -1.4318, -0.9658], [-2.6089, -0.8516, 0.5373], [-3.5509, 1.0029, -0.8925], [-2.1809, 0.6417, -1.9531], [-0.1279, 3.0818, 1.2363], [1.2677, 2.3048, 0.4817], [0.2484, -3.0504, 1.1436], [0.7882, -4.0494, -0.4097], [1.6364, -5.1544, -0.2911], [2.0560, -5.8701, -1.4084], [1.6382, -5.4939, -2.6794], [0.7964, -4.3939, -2.8120], [0.3717, -3.6880, -1.6942], [1.9754, -5.4443, 0.6973], [2.7288, -6.7127, -1.2841], [1.9805, -6.0336, -3.5557], [0.4834, -4.0617, -3.7967], [-0.2511, -2.8121, -1.8147], [3.2707, -0.9350, -0.1210], [2.3769, -0.3835, -1.6847], [3.1859, -1.5037, -2.9820], [3.0703, 1.3326, -2.0728], [0.7628, -0.4313, -1.6532], [4.3327, -0.6575, -0.1945], [3.2058, -2.0228, -0.0138], [2.8835, -0.5025, 0.8024], [4.2734, -1.5057, -2.8407], [2.9784, -1.1686, -4.0071], [2.8207, -2.5313, -2.8834], [4.1665, 1.3281, -2.0617], [2.7213, 2.0732, -1.3474], [2.7379, 1.6633, -3.0643]], "nbo_charge": [0.92, -0.84, -0.29, 0.62, -0.75, -0.57, -0.35, 0.77, -0.72, -0.75, 0.35, 0.36, 0.16, 0.21, 0.22, 0.20, -0.34, -0.15, -0.26, -0.23, -0.27, -0.21, -0.25, 0.20, 0.19, 0.19, 0.20, 0.25, -1.16, 1.91, -1.14, -1.14, -1.29, 0.20, 0.23, 0.25, 0.20, 0.20, 0.23, 0.20, 0.22, 0.21], "lumo_energy_ev": 4.99, "max_force_ev_per_a": 0.69, "homo_ev": -1.375, "relative_energy_kcal_mol": 0.00, "total_charge": -2, "multiplicity": 1}


- What is the formula in the first record?
  C13H19N5OS2